DFT (the ωB97M-V functional and the def2-TZVPD basis) results for a molecular structure, C30H39CsN9OSSe3 in a non-equilibrium geometry.

* charge: -1
* frontier orbital gap: 5.0 eV
* energy above the lowest of the compared OMol25 structures with the same formula, charge and spin: 1.391 eV
* total energy: -254624.335 eV

Each line ends with the Mulliken charge.
Geometry (Å):
Cs -0.17040 -0.56877 -0.27889  1.057
N 0.60331 -5.49389 0.36082  -0.460
C 0.36924 -4.21698 -0.14314  0.220
S -1.14298 -3.49243 0.34939  -0.458
N 1.33444 -3.81237 -0.92641  -1.000
N 1.17406 -2.55472 -1.51607  0.823
C 1.92614 -2.38757 -2.53236  -1.377
C 1.96743 -1.18501 -3.40252  0.789
C 2.31144 -1.42663 -4.73489  -0.614
C 2.33432 -0.44161 -5.70887  -0.792
C 2.00636 0.86019 -5.32565  -0.587
C 1.69258 1.14993 -4.01407  -0.383
C 1.67367 0.15912 -2.98729  -0.149
O 1.41445 0.48486 -1.77069  -0.152
H 0.08983 -5.70008 1.19954  0.216
H 1.56521 -5.79296 0.31570  0.249
H 2.54053 -3.23462 -2.85374  0.127
H 2.55750 -2.44968 -5.00843  0.338
H 2.59696 -0.67863 -6.73164  0.351
H 2.01018 1.65891 -6.06089  0.374
H 1.46767 2.16721 -3.71197  0.248
C 0.54648 1.91944 3.64530  -0.749
N 0.98382 0.61438 3.20061  0.962
C -0.03674 -0.39047 3.44180  -0.858
C 2.25438 0.26870 3.80734  -1.157
C 2.76914 -1.10833 3.41219  -1.283
N 2.68331 -1.38669 1.99741  1.090
C 3.02625 -2.77226 1.73153  -1.187
C 3.48533 -0.48473 1.19671  -0.740
H 0.30891 1.94144 4.72525  0.381
H -0.34018 2.22748 3.08836  -0.188
H 1.32881 2.65802 3.45805  0.327
H -0.20622 -0.56552 4.51992  0.243
H 0.24625 -1.33065 2.96867  0.261
H -0.97715 -0.05936 2.99673  0.146
H 2.18711 0.28957 4.91316  0.431
H 2.97861 1.03970 3.52810  0.441
H 2.20221 -1.88029 3.93805  0.480
H 3.81183 -1.18557 3.78008  0.443
H 4.06164 -3.00317 2.04649  0.324
H 2.91971 -2.99572 0.67145  0.278
H 2.34374 -3.43220 2.27157  0.298
H 4.56188 -0.55710 1.44363  0.205
H 3.16402 0.54510 1.34361  -0.084
H 3.35136 -0.70687 0.13706  0.265
Se -8.67477 -1.70429 -0.35130  0.171
N -7.74109 -0.56566 0.66134  -0.865
C -6.53187 -0.54802 0.19090  0.993
C -5.44783 0.26554 0.76374  0.462
C -5.63920 1.04979 1.89621  -0.788
C -4.57839 1.77518 2.38791  -1.019
C -3.35467 1.68606 1.72600  -0.038
N -3.15663 0.93928 0.65087  0.115
C -4.18982 0.23813 0.16756  0.025
C -3.93735 -0.61588 -1.03596  -0.632
N -2.71224 -0.58105 -1.55871  -0.282
C -2.42729 -1.37267 -2.57966  -0.060
C -3.35353 -2.24179 -3.15342  -0.942
C -4.62814 -2.25996 -2.63968  -0.690
C -4.93425 -1.42916 -1.56326  0.780
C -6.27375 -1.39698 -0.96228  0.918
N -7.28233 -2.08579 -1.40342  -0.850
H -6.61426 1.07065 2.36587  0.501
H -4.67855 2.39849 3.26610  0.441
H -2.49591 2.25230 2.07254  0.185
H -1.40845 -1.31545 -2.96314  0.388
H -3.06056 -2.88462 -3.97115  0.441
H -5.39521 -2.91044 -3.03928  0.496
C 4.74357 3.67495 -0.29076  -1.155
Se 3.23742 2.61193 -0.92123  0.354
C 2.06557 2.97813 0.59879  -0.300
C 1.34925 4.33942 0.54971  -1.003
Se -0.58865 4.16838 0.35123  -0.101
C -0.62339 3.41483 -1.44961  -0.305
H 5.16634 3.24094 0.61479  0.285
H 4.46577 4.71312 -0.10601  0.309
H 5.49177 3.64875 -1.08120  0.332
H 2.69169 2.88923 1.48738  0.449
H 1.29757 2.20479 0.66115  -0.028
H 1.72301 4.96093 -0.26204  0.421
H 1.46875 4.89709 1.47970  0.381
H -0.39171 4.18153 -2.18444  0.377
H -1.63360 3.03877 -1.60787  0.362
H 0.07632 2.58438 -1.54840  -0.275